1.
Here is a cluster of 12 separate species, C48H90O27S9 in total in a non-equilibrium geometry from OMol25. Energies are from wB97M-V/def2-TZVPD.

## Properties
E in Ha: -7498.03056
Gap between HOMO and LUMO in Ha: 0.3743
LUMO energy in eV: 0.333
ΔE to the lowest compared entry with this formula, charge and spin in kcal per mole: 7.9
HOMO in hartree: -0.362
Multiplicity: 1

Last column: Mulliken charge in e.
Element x y z (Å)
C -1.893 1.393 6.168  -1.74
C -0.796 1.158 5.106  1.48
C 0.057 2.357 4.769  -0.50
O 1.353 1.830 4.516  -0.07
C 1.433 0.707 5.273  0.48
O 2.401 0.006 5.468  -0.61
O 0.200 0.319 5.720  -0.47
H -2.477 2.256 5.816  0.37
H -1.531 1.577 7.155  0.46
H -2.469 0.467 6.287  0.40
H -1.116 0.611 4.215  -0.21
H 0.091 3.078 5.588  0.24
H -0.230 2.836 3.827  0.18
C -5.833 -1.192 -5.143  -1.77
C -4.621 -1.190 -4.285  2.25
C -4.157 0.092 -3.678  -0.06
O -4.095 -0.215 -2.243  -0.01
C -4.505 -1.468 -2.031  0.49
O -4.456 -2.053 -0.987  -0.50
O -4.763 -2.095 -3.178  -0.38
H -6.688 -1.085 -4.556  0.51
H -6.021 -2.142 -5.700  0.32
H -5.827 -0.297 -5.758  0.43
H -3.758 -1.618 -4.752  -1.30
H -4.786 0.982 -3.890  -0.10
H -3.184 0.163 -4.050  0.21
C -3.037 -4.120 1.491  -1.69
C -2.422 -4.606 0.160  0.49
C -3.562 -5.148 -0.740  -0.69
O -3.204 -4.618 -2.035  -0.34
C -2.321 -3.579 -1.911  -0.11
O -2.023 -2.819 -2.799  -0.51
O -1.868 -3.584 -0.645  0.76
H -2.148 -4.128 2.099  0.36
H -3.605 -4.868 1.925  0.56
H -3.538 -3.168 1.483  0.21
H -1.654 -5.441 0.210  0.18
H -4.448 -4.651 -0.397  0.38
H -3.536 -6.255 -0.789  0.36
C 6.313 2.854 0.966  -0.88
C 5.986 1.476 1.661  0.42
C 4.784 1.658 2.645  -0.55
S 4.061 3.271 2.330  1.01
O 4.454 4.176 3.378  -0.91
O 2.664 3.153 2.026  -0.02
C 4.971 3.640 0.827  -0.81
H 6.675 2.617 -0.066  0.38
H 7.059 3.489 1.489  0.30
H 6.811 0.979 2.094  0.57
H 5.692 0.762 0.879  -0.90
H 5.154 1.646 3.683  0.54
H 4.021 0.879 2.586  -0.04
H 5.195 4.692 0.664  0.51
H 4.304 3.362 0.001  0.35
C 6.005 -2.715 -2.625  -1.07
C 5.388 -3.113 -1.203  0.14
C 4.879 -1.854 -0.388  0.36
S 4.823 -0.546 -1.647  0.79
O 6.034 0.212 -1.539  -0.69
O 3.556 0.071 -1.793  -0.34
C 5.036 -1.614 -3.089  -0.44
H 6.040 -3.575 -3.323  0.39
H 6.915 -2.243 -2.449  0.45
H 6.075 -3.760 -0.665  0.62
H 4.442 -3.662 -1.502  -0.69
H 5.570 -1.640 0.423  0.58
H 3.895 -2.103 0.078  -0.82
H 5.406 -0.986 -3.875  0.62
H 4.044 -2.084 -3.254  -0.11
C 4.186 -2.572 5.883  -0.51
C 2.815 -3.046 5.386  -1.04
C 2.918 -3.120 3.872  0.86
S 4.487 -3.891 3.548  1.15
O 5.116 -3.334 2.377  -0.59
O 4.298 -5.326 3.567  -0.71
C 5.264 -3.266 5.064  -1.04
H 4.416 -2.636 6.918  0.61
H 4.253 -1.474 5.764  0.08
H 2.066 -2.365 5.696  0.41
H 2.694 -4.048 5.821  0.44
H 2.950 -2.034 3.537  -0.46
H 2.185 -3.766 3.355  -0.11
H 6.123 -2.726 4.738  0.46
H 5.555 -4.124 5.632  0.35
C 1.834 -5.634 1.148  -0.99
C 3.145 -6.244 0.489  -0.60
C 3.044 -5.977 -1.039  -0.86
S 1.762 -4.751 -1.227  1.03
O 0.557 -5.442 -1.620  -0.76
O 2.164 -3.616 -2.071  -0.44
C 1.592 -4.347 0.488  1.85
H 2.006 -5.512 2.222  0.54
H 0.947 -6.280 0.970  0.31
H 3.354 -7.271 0.666  0.54
H 3.961 -5.672 0.958  0.08
H 2.849 -6.806 -1.749  0.51
H 3.989 -5.643 -1.421  0.36
H 0.589 -3.915 0.683  -0.26
H 2.386 -3.633 0.743  -1.09
C -6.218 6.134 -1.751  -0.76
C -7.155 6.135 -2.930  -0.56
C -7.695 4.711 -3.178  -0.86
S -6.302 3.656 -2.804  1.29
O -5.581 3.366 -4.014  -0.73
O -6.712 2.612 -1.891  -0.65
C -5.302 4.896 -1.920  -0.20
H -6.780 5.902 -0.843  0.27
H -5.729 7.047 -1.561  0.44
H -6.521 6.423 -3.779  0.29
H -8.026 6.823 -2.964  0.38
H -8.086 4.553 -4.155  0.44
H -8.378 4.517 -2.365  0.35
H -4.438 5.106 -2.541  0.38
H -4.985 4.370 -1.038  -0.09
C 0.051 -2.687 -6.196  -1.04
C 0.618 -1.774 -5.133  0.84
C 0.451 -0.340 -5.752  -0.80
S -1.089 -0.392 -6.638  1.08
O -0.776 0.156 -7.962  -0.75
O -2.118 0.305 -5.888  -0.58
C -1.367 -2.241 -6.586  -0.29
H -0.057 -3.710 -5.818  0.42
H 0.777 -2.610 -6.983  0.42
H 1.590 -2.061 -4.816  0.17
H 0.041 -1.752 -4.200  -0.75
H 1.204 -0.212 -6.522  0.45
H 0.433 0.532 -5.091  0.38
H -1.731 -2.476 -7.581  0.55
H -2.110 -2.376 -5.730  -0.17
C 0.057 5.483 2.039  0.67
C 0.782 6.158 3.181  -0.82
C 2.154 6.661 2.728  -0.21
S 2.075 6.749 0.957  1.02
O 2.858 5.696 0.388  -0.52
O 2.372 8.110 0.505  -0.79
C 0.351 6.441 0.897  -0.93
H -1.001 5.240 2.208  0.44
H 0.507 4.529 1.823  -0.71
H 0.904 5.432 3.928  0.22
H 0.183 7.010 3.514  0.41
H 3.048 6.008 3.045  0.01
H 2.404 7.661 3.175  0.41
H 0.113 6.099 -0.101  0.51
H -0.097 7.423 1.225  0.31
C -5.755 1.089 0.923  -0.08
C -4.890 -0.015 1.463  -0.67
C -3.477 0.418 1.094  0.14
S -3.446 2.207 1.627  1.24
O -3.016 3.044 0.531  -0.67
O -2.914 2.347 2.970  -0.63
C -5.207 2.340 1.582  -0.85
H -6.833 0.951 0.904  0.48
H -5.541 1.043 -0.147  -0.13
H -5.128 -0.995 1.062  0.23
H -5.065 -0.016 2.581  0.34
H -3.309 0.519 0.033  -0.42
H -2.665 -0.083 1.564  0.47
H -5.468 3.276 1.070  0.29
H -5.630 2.407 2.590  0.32
C 0.646 1.206 -1.285  -1.52
C -0.248 -0.127 -1.502  1.57
C 0.341 -1.225 -0.606  2.18
S 0.791 -0.373 0.869  -0.06
O 1.877 -1.070 1.507  0.25
O -0.287 0.063 1.756  -0.30
C 1.373 1.184 0.012  0.70
H -0.013 2.061 -1.298  0.70
H 1.317 1.374 -2.077  0.29
H -0.319 -0.467 -2.546  -0.99
H -1.238 0.165 -1.212  -0.59
H 1.336 -1.615 -1.049  -0.90
H -0.262 -2.056 -0.294  -0.77
H 2.423 1.002 -0.111  -0.28
H 1.169 1.966 0.689  -0.15


2.
Here is a cluster of 12 separate species, C48H92N4O28 in total in a non-equilibrium geometry from OMol25. Energies are from wB97M-V/def2-TZVPD.

## Properties
E in Ha: -4209.90859
Gap between HOMO and LUMO in Ha: 0.3395
LUMO energy in eV: 0.353
ΔE to the lowest compared entry with this formula, charge and spin in kcal per mole: 3.6
HOMO in hartree: -0.327
Multiplicity: 1

Last column: Mulliken charge in e.
Element x y z (Å)
C 17.361 18.846 19.590  -1.56
C 16.383 17.744 20.093  0.71
C 15.532 18.267 21.206  -0.47
O 16.449 18.657 22.239  -0.34
C 15.919 19.010 23.495  -0.78
N 15.470 17.372 19.004  1.30
H 16.852 19.753 19.397  0.38
H 17.877 18.623 18.621  0.22
H 18.160 19.057 20.265  0.47
H 16.928 16.811 20.526  0.01
H 14.821 17.480 21.663  0.16
H 14.840 19.102 20.928  0.41
H 15.410 18.198 23.981  0.30
H 15.183 19.865 23.386  0.29
H 16.668 19.416 24.209  0.27
H 14.914 18.192 18.983  -0.58
H 15.998 17.323 18.117  -0.81
C 15.808 9.406 22.811  -1.35
C 14.570 9.615 21.914  0.40
C 14.778 10.520 20.769  -0.35
O 15.324 11.741 21.232  -0.46
C 15.324 12.801 20.267  -0.06
N 13.960 8.324 21.505  -0.65
H 16.416 8.583 22.433  0.30
H 15.540 9.159 23.839  0.33
H 16.425 10.297 22.781  0.35
H 13.822 10.152 22.525  0.27
H 13.777 10.686 20.304  0.19
H 15.475 10.048 20.054  0.14
H 15.980 12.561 19.452  -0.04
H 15.572 13.702 20.810  0.36
H 14.338 12.948 19.822  0.07
H 13.677 7.662 22.241  0.25
H 14.585 7.848 20.864  0.25
C 10.067 10.423 13.470  -2.15
C 10.086 11.972 13.411  3.09
C 9.104 12.322 12.360  -1.18
O 9.777 12.220 11.066  -0.05
C 8.877 12.326 9.976  -1.04
N 9.690 12.504 14.655  -0.55
H 10.403 10.015 12.529  0.48
H 9.135 10.040 13.894  0.54
H 10.810 10.095 14.266  0.26
H 11.077 12.245 13.063  -1.50
H 8.706 13.326 12.513  0.48
H 8.161 11.585 12.373  0.32
H 8.046 12.978 10.243  0.44
H 8.546 11.324 9.682  0.28
H 9.418 12.750 9.096  0.24
H 9.827 13.522 14.815  -0.15
H 10.095 12.020 15.437  0.28
C 12.714 11.912 9.315  -1.35
C 13.570 11.657 10.597  0.22
C 13.707 12.983 11.408  1.76
O 14.240 14.099 10.750  0.22
C 15.496 14.066 10.203  -1.29
N 13.136 10.579 11.505  -0.41
H 11.718 12.094 9.626  0.01
H 12.854 11.013 8.768  0.55
H 13.096 12.731 8.660  0.29
H 14.644 11.407 10.311  0.37
H 14.286 12.752 12.284  -0.87
H 12.707 13.373 11.755  -0.72
H 16.203 13.771 10.872  0.48
H 15.744 15.042 9.780  0.23
H 15.583 13.328 9.359  0.31
H 12.917 9.717 10.972  0.31
H 12.389 10.747 12.132  -0.02
C 14.356 21.450 14.045  -1.74
C 14.442 20.222 14.977  2.89
C 15.694 20.047 15.903  -0.02
O 15.219 20.340 17.248  -0.37
C 13.870 20.132 17.196  0.38
O 13.257 19.878 18.166  -0.54
O 13.414 20.302 15.960  -0.38
H 13.404 21.882 14.320  0.39
H 14.230 21.172 12.973  0.28
H 15.125 22.168 14.016  0.41
H 14.328 19.286 14.387  -1.57
H 16.584 20.617 15.805  0.42
H 15.969 18.979 15.766  -0.11
C 9.591 18.684 16.262  -1.44
C 9.847 17.841 15.013  3.21
C 8.668 16.959 14.556  -0.29
O 8.679 17.118 13.182  -0.36
C 9.463 18.150 12.777  0.60
O 9.596 18.487 11.656  -0.57
O 10.094 18.618 13.848  -0.50
H 9.681 18.106 17.126  0.32
H 8.616 19.198 16.147  0.39
H 10.412 19.418 16.461  0.24
H 10.625 17.068 15.135  -1.89
H 7.776 17.388 14.992  0.28
H 8.704 15.917 14.776  0.15
C 10.619 15.544 10.467  -0.98
C 11.926 16.322 10.488  0.80
C 11.881 17.597 9.686  -0.58
O 12.884 18.372 10.391  -0.46
C 13.043 17.900 11.660  0.05
O 13.703 18.462 12.467  -0.25
O 12.281 16.775 11.821  0.07
H 10.388 15.155 9.483  0.41
H 9.750 16.190 10.755  0.24
H 10.734 14.681 11.133  -0.07
H 12.709 15.615 10.281  0.01
H 10.891 18.084 9.844  0.32
H 12.137 17.482 8.658  0.41
C 15.934 11.508 13.977  -1.08
C 15.287 10.776 15.141  0.68
C 15.638 11.466 16.408  0.33
O 14.377 11.418 17.160  -0.25
C 13.378 11.308 16.280  0.25
O 12.204 11.439 16.508  -0.58
O 13.839 10.987 15.077  -0.27
H 15.749 12.601 14.089  -0.13
H 15.516 11.128 13.032  0.29
H 17.013 11.298 14.016  0.49
H 15.470 9.731 15.164  0.36
H 15.967 12.476 16.333  -0.55
H 16.339 10.849 16.970  0.34
C 11.935 17.572 20.216  -1.25
C 12.376 16.134 19.628  1.15
C 11.420 15.076 20.153  -0.72
O 10.409 14.994 19.115  -0.43
C 10.897 15.517 17.990  -0.08
O 10.333 15.480 16.941  -0.42
O 12.093 16.068 18.220  0.42
H 12.278 18.413 19.576  0.04
H 12.330 17.663 21.230  0.41
H 10.815 17.648 20.359  0.43
H 13.416 15.929 19.887  -0.14
H 10.905 15.405 21.037  0.42
H 11.886 14.102 20.247  0.27
C 16.749 17.929 12.080  -1.63
C 16.568 16.928 13.213  2.78
C 17.409 15.662 13.189  0.42
O 18.049 15.721 14.503  -0.31
C 17.836 16.865 15.150  0.54
O 18.392 17.155 16.215  -0.66
O 16.988 17.588 14.448  -0.34
H 16.502 18.905 12.485  0.21
H 16.141 17.756 11.225  0.30
H 17.801 18.060 11.760  0.50
H 15.492 16.723 13.422  -1.87
H 18.208 15.692 12.472  0.43
H 16.745 14.766 13.111  -0.49
C 19.181 13.764 19.670  -1.43
C 18.737 13.471 18.189  2.00
C 19.880 13.803 17.250  -0.63
O 19.627 12.916 16.100  -0.34
C 18.923 11.864 16.652  0.55
O 18.631 10.888 16.036  -0.57
O 18.568 12.116 17.945  -0.35
H 19.526 14.816 19.695  0.39
H 20.048 13.141 19.954  0.38
H 18.376 13.657 20.447  0.22
H 17.852 14.073 17.900  -0.80
H 20.851 13.563 17.710  0.37
H 19.827 14.806 16.911  0.34
C 12.546 14.143 14.665  0.95
C 13.685 15.115 14.374  1.21
C 13.395 16.516 14.955  1.06
O 14.076 16.444 16.278  0.27
C 14.997 15.491 16.209  -0.60
O 15.892 15.248 16.988  -0.44
O 14.821 14.744 15.088  0.41
H 12.209 14.252 15.729  -0.05
H 12.759 13.112 14.262  -0.71
H 11.633 14.441 14.075  -0.27
H 13.927 15.177 13.314  -0.34
H 12.386 16.713 15.132  -0.99
H 13.879 17.329 14.381  -0.49


Question: Which of these has the lowest LUMO energy?
Answer: C48H90O27S9


Question: Which value of E does entry 1 give?
Answer: -7498.03056 Ha


Question: Look up the HOMO of the second one.
Answer: -0.327 hartree


Question: What is the formula in the first record?
Answer: C48H90O27S9